The following is a DFT calculation (ωB97M-V with the def2-TZVPD basis set) of a structure of composition C2H3MgO3 in a non-equilibrium geometry.

Element x y z (Å)
C 2.1359 1.3096 -0.6553
O 0.9586 1.4088 -0.0561
H 2.8792 2.0950 -0.4643
H 2.4679 0.3037 -0.9981
O -2.1223 -0.6142 -0.4871
C -1.9258 -1.4747 0.4184
O -1.2056 -1.1683 1.4113
Mg -0.6119 0.5050 0.3591
H -2.5761 -2.3649 0.4721

Cartesian forces (eV/Å) of the 2 atoms listed first:
0.7 -0.5 -0.3
-1.2 -0.3 0.4

LUMO level (alpha / beta) = -0.5 / -0.5 eV
energy relative to the best compared isomer or geometry (same formula, charge and spin) = 0.00 kcal per mole
frontier orbital gap (alpha / beta) = 5.67 / 9.28 eV
total charge = 0
HOMO (alpha / beta) = -6.14 / -9.78 eV
M = 99.348 g mol⁻¹
2S+1 = 2
electronic energy = -503.84460 a.u.